Formula: C10H14MoN2P
Source: the OMol25 dataset
Level of theory: wB97M-V/def2-TZVPD

Geometry as XYZ:
```
28
Properties=species:S:1:pos:R:3:mulliken_spin:R:1
C -0.578 1.546 -0.585 -0.323
C -0.649 1.356 -2.016 -0.003
C 0.546 1.323 -2.788 0.005
C 1.753 0.990 -2.180 -0.048
C 1.861 0.863 -0.775 0.293
Mo 0.211 -0.210 -0.810 2.036
P -1.767 -0.815 0.830 0.006
H -1.240 2.054 0.099 -0.004
H -1.587 1.330 -2.598 0.022
H 0.505 1.541 -3.855 -0.008
H 2.856 0.804 -0.336 0.019
H 2.609 0.861 -2.862 0.013
H -2.347 -2.012 1.323 0.012
H -2.983 -0.156 0.505 0.003
H -1.635 -0.225 2.111 0.001
N 1.995 0.784 2.100 0.012
C 1.961 -0.575 1.960 -0.017
C 2.637 -1.353 2.925 -0.001
C 2.362 -2.703 3.055 0.000
C 1.418 -3.257 2.188 0.010
C 0.949 -2.510 1.126 -0.020
N 1.233 -1.182 0.990 0.001
H 1.851 1.444 1.334 0.015
H 2.626 1.086 2.848 -0.002
H 3.329 -0.797 3.579 0.000
H 2.903 -3.288 3.815 0.000
H 1.102 -4.275 2.339 0.001
H 0.285 -2.970 0.391 -0.021
```

Results
**HOMO (alpha / beta)**: -10.1168 / -11.9969 eV
**LUMO level (alpha / beta)**: -3.59 / -3.84 eV
**E_tot**: -24710.40680 eV
**Energy above the lowest of the compared OMol25 structures with the same formula, charge and spin**: 9.5 kcal per mole
**Charge**: +1
**Spin multiplicity**: 3